Run i
Formula: C5H9FS
Source: the Open Molecules 2025 dataset
Level of theory: the ωB97M-V functional and the def2-TZVPD basis

Structure (XYZ):
```
16
C5H9FS the ωB97M-V functional and the def2-TZVPD basis
C -0.855 0.076 0.820
C -1.822 0.437 -0.389
C 0.524 0.432 0.455
C 2.657 -0.405 -0.707
C 1.350 -0.434 -0.032
F 0.809 1.655 0.668
S -3.426 -0.331 -0.210
H -1.101 0.637 1.781
H -1.063 -0.950 1.183
H -2.034 1.501 -0.505
H -1.317 -0.072 -1.300
H 2.456 -0.462 -1.793
H 3.179 -1.257 -0.431
H 3.187 0.574 -0.437
H 0.853 -1.445 -0.201
H -3.397 0.045 1.096
```

Properties
LUMO energy (eV): 0.912
Total charge: 0
Frontier orbital gap (Eh): 0.36212
SMILES string: C/C=C(\F)CCS



Run ii
Formula: C5H9FS
Source: the Open Molecules 2025 dataset
Level of theory: the ωB97M-V functional and the def2-TZVPD basis

Structure (XYZ):
```
16
C5H9FS the ωB97M-V functional and the def2-TZVPD basis
C 2.085 0.312 0.934
C 0.859 -0.625 0.598
C -0.004 -0.251 -0.614
C -0.608 -0.240 0.778
C -0.986 1.134 1.417
H 1.908 1.367 1.149
H 2.843 0.256 0.072
H 2.668 -0.144 1.743
H 1.111 -1.709 0.477
H -0.078 0.819 -0.871
H -0.736 -0.472 -2.795
H -1.296 -1.067 1.193
H -2.086 1.336 1.288
H -0.670 1.207 2.416
F -0.359 2.165 0.728
S -0.532 -1.441 -1.869
```

Properties
LUMO energy (eV): 0.963
Total charge: 0
Frontier orbital gap (Eh): 0.35468
SMILES string: C[C@@H]1[C@@H](S)[C@@H]1CF



Run iii
Formula: C5H9FS
Source: the Open Molecules 2025 dataset
Level of theory: the ωB97M-V functional and the def2-TZVPD basis

Structure (XYZ):
```
16
C5H9FS the ωB97M-V functional and the def2-TZVPD basis
C -0.634 -1.063 0.178
C 0.252 -1.595 -1.014
C -0.485 0.402 0.286
C 0.386 2.503 1.052
C 0.148 1.076 1.247
F -0.765 1.080 -0.863
S 0.053 -3.432 -1.664
H -1.666 -1.288 -0.032
H -0.171 -1.677 1.101
H 0.133 -0.940 -1.904
H 1.255 -1.575 -0.678
H 1.439 2.837 1.192
H -0.183 3.188 1.714
H 0.009 2.782 0.055
H 0.423 0.684 2.200
H -0.195 -2.982 -2.872
```

Properties
LUMO energy (eV): 0.890
Total charge: 0
Frontier orbital gap (Eh): 0.36910
SMILES string: C/C=C(\F)CCS



Stability ranking, top and bottom: run iii is the most stable and run ii is the least stable.



Run i
Formula: C4H14N
Source: the Open Molecules 2025 dataset
Level of theory: the ωB97M-V functional and the def2-TZVPD basis

Structure (XYZ):
```
19
C4H14N the ωB97M-V functional and the def2-TZVPD basis
C 1.452 -1.093 0.788
C 1.235 0.086 1.747
N 2.120 -0.616 -0.500
H 2.043 -1.893 1.218
H 0.489 -1.480 0.468
H 1.899 -0.041 2.603
H 0.215 0.150 2.115
H 2.657 0.229 -0.293
H 2.809 -1.288 -0.839
H 1.406 -0.366 -1.190
H 1.435 1.037 1.254
C -1.870 0.291 -0.359
C -2.531 1.055 -1.490
H -0.817 -0.013 -0.473
H -1.996 0.832 0.563
H -2.331 -0.699 -0.265
H -3.601 1.033 -1.337
H -2.346 0.664 -2.491
H -2.269 2.113 -1.520
```

Properties
LUMO energy (eV): -3.775
Total charge: +1
Frontier orbital gap (Eh): 0.40970



Run ii
Formula: C4H14N
Source: the Open Molecules 2025 dataset
Level of theory: the ωB97M-V functional and the def2-TZVPD basis

Structure (XYZ):
```
19
C4H14N the ωB97M-V functional and the def2-TZVPD basis
C -0.985 2.929 1.436
C -1.420 1.409 1.554
H -0.359 3.067 2.284
H -1.882 3.546 1.407
H -0.398 3.017 0.520
H -1.680 1.047 2.612
H -2.239 1.431 0.849
H -0.554 0.830 1.281
C 1.862 -0.902 -0.632
N 1.042 -2.164 -0.864
C -0.219 -1.756 -1.597
H 2.627 -1.037 0.128
H 2.287 -0.683 -1.657
H 1.208 -0.111 -0.435
H 0.667 -2.729 -0.001
H 1.492 -3.036 -1.347
H -0.598 -0.760 -1.362
H -0.980 -2.545 -1.587
H 0.131 -1.553 -2.590
```

Properties
LUMO energy (eV): -3.866
Total charge: +1
Frontier orbital gap (Eh): 0.37901



Run iii
Formula: C4H14N
Source: the Open Molecules 2025 dataset
Level of theory: the ωB97M-V functional and the def2-TZVPD basis

Structure (XYZ):
```
19
C4H14N the ωB97M-V functional and the def2-TZVPD basis
C -1.853 2.477 0.508
C -2.253 1.123 -0.058
H -1.575 3.221 -0.060
H -2.603 3.150 1.183
H -1.156 2.281 1.351
H -2.358 0.914 -1.161
H -1.275 0.455 0.167
H -3.326 0.812 0.394
C 1.181 -1.841 -0.420
C 1.286 -1.232 0.999
N 1.991 -0.917 -1.343
H 1.391 -2.979 -0.640
H 0.106 -1.887 -0.710
H 2.296 -1.561 1.490
H 0.592 -1.725 1.720
H 2.823 -0.581 -0.949
H 2.362 -1.490 -2.161
H 1.460 -0.037 -1.420
H 0.909 -0.180 1.110
```

Properties
LUMO energy (eV): -3.907
Total charge: +1
Frontier orbital gap (Eh): 0.36374



Stability ranking, top and bottom: run i is the most stable and run iii is the least stable.



Run i
Formula: C3H4O
Source: the Open Molecules 2025 dataset
Level of theory: the ωB97M-V functional and the def2-TZVPD basis

Structure (XYZ):
```
8
C3H4O the ωB97M-V functional and the def2-TZVPD basis
C -0.807 0.456 -0.066
C 0.576 -0.281 0.206
C -0.488 -1.001 -0.002
O 1.872 -0.017 0.157
H 2.021 0.896 -0.148
H -0.911 0.958 -1.025
H -1.321 0.941 0.764
H -0.943 -1.951 0.113
```

Properties
LUMO energy (eV): 0.707
Total charge: 0
Frontier orbital gap (Eh): 0.34946
SMILES string: OC1=CC1



Run ii
Formula: C3H4O
Source: the Open Molecules 2025 dataset
Level of theory: the ωB97M-V functional and the def2-TZVPD basis

Structure (XYZ):
```
8
C3H4O the ωB97M-V functional and the def2-TZVPD basis
C -0.727 0.788 0.114
C 1.223 0.625 -0.208
C -0.462 -0.690 0.081
O 0.980 -0.710 -0.027
H -1.518 1.093 -0.634
H 2.023 1.074 0.354
H -0.675 -1.019 1.132
H -0.845 -1.161 -0.813
```

Properties
LUMO energy (spin up / spin down) (eV): 0.133 / -0.279
Total charge: 0
Frontier orbital gap (spin up / spin down) (Eh): 0.33186 / 0.29313



Run iii
Formula: C3H4O
Source: the Open Molecules 2025 dataset
Level of theory: the ωB97M-V functional and the def2-TZVPD basis

Structure (XYZ):
```
8
C3H4O the ωB97M-V functional and the def2-TZVPD basis
C 1.462 0.058 0.163
C 0.261 -0.784 -0.022
C 0.210 0.765 -0.047
O 2.755 0.101 -0.014
H -0.004 -1.458 -0.855
H -0.066 -1.000 1.085
H -0.312 1.120 0.903
H 0.147 1.363 -0.895
```

Properties
LUMO energy (eV): 0.483
Total charge: 0
Frontier orbital gap (Eh): 0.36682
SMILES string: O=C1CC1



Run iv
Formula: C3H4O
Source: the Open Molecules 2025 dataset
Level of theory: the ωB97M-V functional and the def2-TZVPD basis

Structure (XYZ):
```
8
C3H4O the ωB97M-V functional and the def2-TZVPD basis
C 1.462 0.142 0.278
C -1.860 0.197 -0.124
C 0.569 -0.773 0.101
O -3.030 -0.070 -0.105
H 2.482 -0.124 0.258
H 1.342 1.247 0.242
H -1.465 1.128 -0.535
H 0.500 -1.747 -0.114
```

Properties
LUMO energy (spin up / spin down) (eV): 0.303 / 0.244
Total charge: 0
Frontier orbital gap (spin up / spin down) (Eh): 0.32312 / 0.32352



Stability ranking, top and bottom: run iii is the most stable and run ii is the least stable.



Run i
Formula: C4H3NS
Source: the Open Molecules 2025 dataset
Level of theory: the ωB97M-V functional and the def2-TZVPD basis

Structure (XYZ):
```
9
C4H3NS the ωB97M-V functional and the def2-TZVPD basis
C 0.294 1.892 0.626
C 1.441 2.170 1.110
C 0.059 0.114 -0.114
C -0.555 -1.160 -0.469
N -0.730 1.135 0.193
S 1.731 0.426 0.455
H -1.639 -0.997 -0.634
H -0.427 -2.080 0.264
H -0.173 -1.499 -1.431
```

Properties
LUMO energy (eV): -0.225
Total charge: 0
Frontier orbital gap (Eh): 0.34830



Run ii
Formula: C4H3NS
Source: the Open Molecules 2025 dataset
Level of theory: the ωB97M-V functional and the def2-TZVPD basis

Structure (XYZ):
```
9
C4H3NS the ωB97M-V functional and the def2-TZVPD basis
C -0.210 0.065 -1.625
C -0.350 -0.829 0.708
C 0.054 -1.819 1.449
C 0.200 0.269 -0.275
N -0.481 -0.047 -2.728
S 0.506 -2.891 2.493
H -1.519 -1.016 0.651
H -0.172 1.310 -0.234
H 1.291 0.258 0.015
```

Properties
LUMO energy (eV): -0.618
Total charge: 0
Frontier orbital gap (Eh): 0.30876
SMILES string: N#CCC=C=S



Stability ranking, top and bottom: run ii is the most stable and run i is the least stable.



Run i
Formula: C4H12O2
Source: the Open Molecules 2025 dataset
Level of theory: the ωB97M-V functional and the def2-TZVPD basis

Structure (XYZ):
```
18
C4H12O2 the ωB97M-V functional and the def2-TZVPD basis
O -1.674 -0.105 -2.496
C -0.285 -1.812 -1.480
C -0.810 -1.161 -2.713
H -2.568 -0.293 -2.850
H -1.179 -2.112 -0.908
H 0.329 -1.146 -0.851
H 0.303 -2.715 -1.714
H 0.135 -0.814 -3.174
H -1.275 -1.888 -3.406
O 0.944 0.546 0.841
C 0.585 2.153 2.580
C 1.196 0.813 2.135
H 0.007 0.259 0.802
H 0.508 2.174 3.680
H -0.399 2.414 2.153
H 1.318 2.915 2.264
H 2.265 0.645 2.369
H 0.601 0.128 2.768
```

Properties
LUMO energy (eV): 0.876
Total charge: 0
Frontier orbital gap (Eh): 0.39582
SMILES string: CCO.CCO



Run ii
Formula: C4H12O2
Source: the Open Molecules 2025 dataset
Level of theory: the ωB97M-V functional and the def2-TZVPD basis

Structure (XYZ):
```
18
C4H12O2 the ωB97M-V functional and the def2-TZVPD basis
C 1.378 0.209 0.344
C 0.113 -0.534 -0.023
C -0.074 -1.779 0.427
C -0.790 0.354 -0.838
H 2.154 -0.338 0.871
H 1.844 0.502 -0.604
H 1.075 1.085 0.905
H -1.035 -2.237 0.281
H 0.696 -2.219 1.039
H -0.629 1.409 -0.589
H -0.354 0.334 -1.839
H -1.866 0.214 -0.781
H -1.325 2.494 3.542
H 0.247 2.552 3.430
O -0.600 2.860 3.051
H -0.794 -1.278 -3.544
H 0.402 -1.659 -2.685
O -0.440 -1.970 -2.987
```

Properties
LUMO energy (eV): 0.715
Total charge: 0
Frontier orbital gap (Eh): 0.36446
SMILES string: C=C(C)C.O.O



Stability ranking, top and bottom: run ii is the most stable and run i is the least stable.



Run i
Formula: C4H12O2
Source: the Open Molecules 2025 dataset
Level of theory: the ωB97M-V functional and the def2-TZVPD basis

Structure (XYZ):
```
18
C4H12O2 the ωB97M-V functional and the def2-TZVPD basis
O 3.331 -0.626 1.408
C 2.972 0.981 3.146
C 3.584 -0.359 2.701
H 2.395 -0.913 1.369
H 2.895 1.002 4.246
H 1.989 1.241 2.719
H 3.705 1.742 2.830
H 4.653 -0.527 2.935
H 2.989 -1.045 3.335
O -1.907 -0.816 -3.400
C -4.046 0.228 -2.863
C -2.661 -0.136 -2.468
H -1.857 -1.779 -3.222
H -4.550 0.905 -2.153
H -4.680 -0.663 -3.010
H -3.939 0.747 -3.830
H -2.166 0.808 -2.168
H -2.708 -0.789 -1.575
```

Properties
LUMO energy (eV): 0.667
Total charge: 0
Frontier orbital gap (Eh): 0.39111
SMILES string: CCO.CCO



Run ii
Formula: C4H12O2
Source: the Open Molecules 2025 dataset
Level of theory: the ωB97M-V functional and the def2-TZVPD basis

Structure (XYZ):
```
18
C4H12O2 the ωB97M-V functional and the def2-TZVPD basis
C 1.737 -0.940 2.777
C 1.110 -1.144 1.412
C 1.107 0.178 0.583
C 0.225 0.076 -0.664
O 0.652 1.231 1.400
H 2.772 -0.628 2.674
H 1.205 -0.196 3.350
H 1.815 -1.906 3.269
H 0.050 -1.377 1.492
H 1.615 -1.831 0.735
H 2.125 0.325 0.281
H 0.412 1.038 -1.174
H -0.818 0.145 -0.355
H 0.392 -0.678 -1.426
H 0.389 1.986 0.865
H -5.430 1.732 -4.754
H -4.199 1.037 -5.205
O -5.159 0.952 -5.259
```

Properties
LUMO energy (eV): 0.730
Total charge: 0
Frontier orbital gap (Eh): 0.40294
SMILES string: CC[C@@H](C)O.O



Run iii
Formula: C4H12O2
Source: the Open Molecules 2025 dataset
Level of theory: the ωB97M-V functional and the def2-TZVPD basis

Structure (XYZ):
```
18
C4H12O2 the ωB97M-V functional and the def2-TZVPD basis
C -0.479 -0.213 -0.797
C 0.208 0.019 0.314
C 0.115 1.185 1.265
C -0.327 -1.452 -1.612
H -1.331 0.416 -1.071
H 0.998 -0.663 0.598
H -0.101 0.786 2.259
H 1.103 1.640 1.241
H -0.597 1.969 1.018
H -0.581 -1.462 -2.658
H -0.937 -2.179 -1.045
H 0.705 -1.794 -1.522
H 0.742 -2.618 2.717
H -0.504 -2.530 1.965
O 0.322 -3.022 1.950
H -0.066 3.153 -2.278
H 0.296 3.166 -0.739
O 0.433 3.597 -1.605
```

Properties
LUMO energy (eV): 0.664
Total charge: 0
Frontier orbital gap (Eh): 0.36699
SMILES string: C/C=C/C.O.O



Run iv
Formula: C4H12O2
Source: the Open Molecules 2025 dataset
Level of theory: the ωB97M-V functional and the def2-TZVPD basis

Structure (XYZ):
```
18
C4H12O2 the ωB97M-V functional and the def2-TZVPD basis
C -0.943 -1.201 1.932
C 0.434 -1.044 1.215
C 0.568 0.342 0.666
C 1.586 1.094 1.079
H -1.653 -1.578 1.204
H -0.849 -1.905 2.769
H -1.267 -0.323 2.505
H 0.737 -1.802 0.509
H 1.140 -1.145 2.039
H -0.145 0.642 -0.095
H 1.802 2.016 0.627
H 2.241 0.842 1.863
H -1.373 1.968 -1.622
H -2.463 0.827 -1.949
O -1.551 1.019 -1.607
H -0.048 0.141 -1.704
H -0.062 -0.611 -3.105
O 0.522 -0.291 -2.419
```

Properties
LUMO energy (eV): 0.332
Total charge: 0
Frontier orbital gap (Eh): 0.35440
SMILES string: C=CCC.O.O



Stability ranking, top and bottom: run ii is the most stable and run iv is the least stable.